# C2H20O8

A 8-piece molecular cluster, C2H20O8 overall (ωB97M-V with the def2-TZVPD basis set, the Open Molecules 2025 dataset).

Geometry as XYZ:
```
30
Properties=species:S:1:pos:R:3:forces:R:3:lowdin_charge:R:1
C -2.0377 -2.8735 2.3027 -0.968 -1.993 -0.374 -0.11
C -2.3084 -2.2515 0.9480 1.393 0.578 1.643 -0.26
O -1.4117 -1.1280 1.0259 -0.394 0.345 -1.058 -0.12
H -1.0242 -3.2645 2.3924 0.195 0.611 -0.018 0.08
H -2.6190 -3.7955 2.3120 -0.413 -0.146 0.471 0.07
H -2.3283 -2.2698 3.1625 0.134 0.133 -0.231 0.08
H -3.3487 -1.9356 0.8691 0.010 0.058 -0.275 0.11
H -2.0094 -2.9273 0.1468 -0.190 0.052 -0.086 0.12
H -1.0787 -0.9255 0.1486 0.039 0.277 -0.190 0.06
O 0.4117 0.5753 -0.4510 0.041 -0.199 -0.249 -0.03
H 0.7215 1.4092 -0.8043 -0.041 0.410 -0.265 0.02
H 0.4186 0.6993 0.4981 -0.062 -0.023 0.523 0.04
O -0.2937 4.1843 -1.9034 -0.253 0.239 0.216 -0.05
H -0.7303 4.4094 -2.7250 -0.189 0.136 -0.121 0.03
H 0.3529 3.5226 -2.1487 0.423 -0.229 -0.026 -0.03
O 2.7231 -0.7273 -1.6675 0.545 -0.032 -0.447 -0.06
H 3.1145 -0.9356 -0.8192 0.036 -0.123 0.183 0.03
H 1.9482 -0.2078 -1.4533 -0.474 0.016 0.279 -0.03
O 1.4017 1.6136 2.7227 -0.012 0.251 -0.280 -0.03
H 1.2941 2.1672 3.4961 -0.154 0.190 0.253 0.06
H 2.2840 1.8101 2.4078 0.281 -0.066 -0.104 0.06
O 1.6319 2.1787 -2.6741 -0.280 0.024 0.155 -0.03
H 2.5831 2.2674 -2.7349 0.371 -0.063 0.111 0.07
H 1.3358 2.1421 -3.5836 -0.088 -0.109 -0.315 0.07
O 0.1949 -0.7635 3.3690 0.064 -0.338 0.577 -0.07
H -0.4999 -0.9289 2.7318 -0.235 -0.119 -0.412 -0.03
H 0.5323 0.1017 3.1371 0.248 0.148 -0.058 -0.04
O -0.6124 -0.9999 -3.3830 -0.187 -0.098 0.028 -0.04
H -0.3231 -0.1596 -3.0274 0.085 0.180 0.300 0.00
H -0.3227 -0.9871 -4.2952 0.076 -0.112 -0.229 0.03
```
Forces are in eV/Å.

## Properties
LUMO = -0.1 eV
Strongest force on any atom = 0.0437 hartree/bohr
Molar mass = 172.17 g mol⁻¹
DFT total energy = -690.09117 hartree
Frontier orbital gap = 9.92 eV
2S+1 = 1
SMILES string = CCO.O.O.O.O.O.O.O
HOMO energy = -10.043 eV


# C19H20Cl2N4Ru

C19H20Cl2N4Ru as an isolated structure (ωB97M-V with the def2-TZVPD basis set, the Open Molecules 2025 dataset).

Geometry as XYZ:
```
46
Properties=species:S:1:pos:R:3:forces:R:3:lowdin_charge:R:1
Ru 0.2559 0.5620 0.1760 -0.122 0.093 0.098 1.40
C -1.6018 -1.7417 -0.3036 0.018 0.007 -0.005 -0.04
N -1.6652 -0.3861 0.3748 0.004 0.010 0.018 -0.24
C -2.6769 0.5024 -0.2894 -0.004 -0.020 -0.024 -0.07
C -2.0715 1.1028 -1.5199 -0.007 0.004 0.000 -0.22
C -2.7997 1.4953 -2.6187 0.000 -0.015 0.002 0.06
C -2.1474 2.1302 -3.6727 0.001 -0.003 -0.005 0.06
C -0.7745 2.3471 -3.5993 0.003 -0.008 -0.001 0.02
C -0.0905 1.9307 -2.4819 -0.001 -0.032 -0.029 -0.09
N -0.7278 1.3181 -1.4541 0.009 0.052 0.023 -0.08
C -1.9563 -0.5150 1.8420 0.005 -0.031 -0.003 -0.07
C -0.6890 -0.8179 2.5787 -0.001 0.012 0.008 -0.22
C -0.6418 -1.5036 3.7696 -0.004 -0.002 -0.004 0.06
C 0.5770 -1.6287 4.4324 0.001 -0.007 0.001 0.06
C 1.7220 -1.0671 3.8752 0.004 -0.002 -0.008 0.03
C 1.6248 -0.4000 2.6771 0.003 -0.046 -0.008 -0.09
N 0.4368 -0.2751 2.0350 0.005 0.045 0.017 -0.08
C -0.2556 -2.1466 -0.8693 0.001 -0.014 0.007 -0.23
C -0.0952 -3.3913 -1.4459 0.004 0.004 0.004 0.04
C 1.1421 -3.7352 -1.9768 0.000 -0.002 0.000 0.05
C 2.1944 -2.8244 -1.9192 -0.002 0.004 0.000 0.02
C 1.9752 -1.6009 -1.3316 0.000 -0.010 -0.003 -0.07
N 0.7678 -1.2750 -0.8178 0.042 -0.018 -0.026 -0.05
H -2.3322 -1.7434 -1.1140 0.002 0.003 -0.003 0.15
H -1.9234 -2.4945 0.4171 -0.005 -0.002 -0.005 0.15
H -2.9433 1.3017 0.4056 0.011 0.003 0.001 0.15
H -3.5872 -0.0583 -0.5074 -0.004 0.004 0.005 0.16
H -3.8667 1.3155 -2.6538 -0.001 0.002 0.000 0.15
H -2.7068 2.4494 -4.5440 0.000 0.000 0.000 0.15
H -0.2383 2.8331 -4.4031 0.001 -0.002 -0.001 0.15
H 0.9774 2.0678 -2.3852 -0.002 0.009 0.004 0.10
H -2.7265 -1.2688 2.0116 0.002 -0.001 -0.001 0.16
H -2.3502 0.4398 2.1970 0.002 0.001 0.000 0.15
H -1.5464 -1.9276 4.1867 0.000 0.000 0.000 0.15
H 0.6303 -2.1597 5.3753 0.000 -0.001 -0.001 0.15
H 2.6832 -1.1467 4.3648 0.001 -0.001 -0.001 0.15
H 2.4889 0.0420 2.2016 -0.001 0.005 0.004 0.10
H -0.9248 -4.0868 -1.4834 -0.001 0.000 0.003 0.15
H 1.2849 -4.7075 -2.4322 -0.001 0.000 -0.001 0.15
H 3.1685 -3.0627 -2.3240 0.000 0.002 0.000 0.14
H 2.7571 -0.8555 -1.2591 0.002 -0.003 0.003 0.13
Cl 1.6890 2.2385 0.4725 -0.260 -0.459 -0.141 0.14
C 4.2267 5.5793 1.0823 0.315 0.420 0.099 -0.23
Cl 4.2757 6.7615 0.0277 0.037 0.040 0.028 1.06
H 4.9748 4.7905 1.0238 -0.029 -0.025 -0.026 0.08
H 3.4864 5.6126 1.8796 -0.030 -0.018 -0.029 0.08
```
Forces are in eV/Å.

## Properties
Net charge = +4
LUMO (spin up / spin down) = -13.8 / -15.4 eV
Strongest force on any atom = 0.0106 hartree/bohr
Molar mass = 476.37 g mol⁻¹
DFT total energy = -1968.69383 hartree
Frontier orbital gap (spin up / spin down) = 7.51 / 5.92 eV
Expectation value of S² = 6.0205
2S+1 = 5
HOMO energy (spin up / spin down) = -21.343 / -21.332 eV


# C3H8N2O2

C3H8N2O2 in the gas phase (ωB97M-V with the def2-TZVPD basis set, the Open Molecules 2025 dataset).

Geometry as XYZ:
```
15
Properties=species:S:1:pos:R:3:forces:R:3:lowdin_charge:R:1
C 1.8999 -0.9146 0.5154 0.769 0.322 -0.184 0.00
C 0.8222 0.0274 0.0448 2.294 2.058 3.728 -0.44
O 1.1945 0.8677 -0.9640 -1.087 -0.977 -0.366 0.10
N -0.1724 0.2936 0.8367 1.257 -1.811 -0.755 0.11
C -1.3167 0.0831 0.0353 0.448 -0.214 -3.574 -0.63
N -1.8568 1.3098 -0.4533 -0.680 0.485 0.216 0.08
O -2.3010 -0.6914 0.6183 0.068 -0.145 0.372 0.01
H 1.7116 -1.9368 0.1913 -0.182 -0.024 -0.026 0.09
H 1.9639 -0.8982 1.6022 -0.450 -0.030 -0.039 0.09
H 2.8937 -0.6181 0.1725 0.057 -0.115 -0.241 0.07
H 2.0342 0.5930 -1.3554 -0.170 -0.191 -0.026 0.11
H -0.8116 -0.5719 -0.8645 -2.339 0.742 0.976 0.16
H -2.6934 1.1805 -1.0082 0.104 -0.023 -0.038 0.08
H -1.1673 1.8617 -0.9445 -0.061 -0.102 -0.013 0.07
H -2.2009 -0.5859 1.5733 -0.028 0.024 -0.031 0.10
```
Forces are in eV/Å.

## Properties
LUMO = 0.3 eV
Strongest force on any atom = 0.0941 hartree/bohr
Molar mass = 104.11 g mol⁻¹
DFT total energy = -379.02099 hartree
Frontier orbital gap = 9.07 eV
2S+1 = 1
SMILES string = C/C(O)=N/[C@H](N)O
HOMO energy = -8.766 eV


# C2H4N2

A 2-piece molecular cluster, C2H4N2 overall (ωB97M-V with the def2-TZVPD basis set, the Open Molecules 2025 dataset).

Geometry as XYZ:
```
8
Properties=species:S:1:pos:R:3:forces:R:3:lowdin_charge:R:1
C -0.7622 0.0956 -0.0455 -2.553 -0.866 -0.681 -0.12
C 0.6288 0.2472 0.1195 2.366 3.565 -1.940 -0.41
N 1.0600 -0.9393 0.5940 2.911 -4.221 0.354 -0.02
N -0.0297 -0.3180 1.2326 -1.682 2.040 1.487 0.01
H -1.3748 0.9933 0.0742 0.173 -0.286 0.085 0.10
H -1.2489 -0.7198 -0.6378 0.708 0.623 0.378 0.11
H 1.6288 1.9392 -0.2640 -1.688 -3.074 0.930 0.19
H 0.9084 -1.9494 0.2678 -0.236 2.219 -0.613 0.14
```
Forces are in eV/Å.

## Properties
LUMO (spin up / spin down) = -0.6 / -0.5 eV
Strongest force on any atom = 0.1000 hartree/bohr
Molar mass = 56.07 g mol⁻¹
DFT total energy = -187.82679 hartree
Frontier orbital gap (spin up / spin down) = 8.91 / 8.98 eV
2S+1 = 1
HOMO energy (spin up / spin down) = -9.527 / -9.512 eV